{"formula": "C45H114F3N6O9PS", "method": "wB97M-V/def2-TZVPD", "species": ["C", "C", "O", "N", "H", "H", "C", "H", "H", "H", "H", "H", "H", "C", "N", "C", "C", "C", "C", "O", "H", "H", "H", "H", "H", "H", "H", "H", "H", "H", "H", "H", "H", "H", "C", "N", "C", "C", "C", "C", "O", "H", "H", "H", "H", "H", "H", "H", "H", "H", "H", "H", "H", "H", "H", "C", "N", "C", "C", "C", "C", "O", "H", "H", "H", "H", "H", "H", "H", "H", "H", "H", "H", "H", "H", "H", "C", "N", "C", "C", "C", "C", "O", "H", "H", "H", "H", "H", "H", "H", "H", "H", "H", "H", "H", "H", "H", "C", "N", "C", "C", "C", "C", "O", "H", "H", "H", "H", "H", "H", "H", "H", "H", "H", "H", "H", "H", "H", "C", "C", "C", "C", "P", "C", "C", "C", "C", "C", "C", "C", "C", "C", "C", "C", "C", "H", "H", "H", "H", "H", "H", "H", "H", "H", "H", "H", "H", "H", "H", "H", "H", "H", "H", "H", "H", "H", "H", "H", "H", "H", "H", "H", "H", "H", "H", "H", "H", "H", "H", "H", "H", "C", "F", "F", "F", "S", "O", "O", "O"], "xyz": [[5.580, -5.540, 5.901], [4.692, -4.442, 5.499], [3.543, -4.279, 5.974], [5.187, -3.711, 4.167], [5.985, -3.159, 4.448], [5.485, -4.442, 3.537], [4.207, -2.779, 3.455], [5.628, -6.415, 5.252], [5.181, -5.958, 6.826], [6.591, -5.200, 6.125], [4.513, -2.560, 2.432], [4.043, -1.882, 4.052], [3.241, -3.282, 3.407], [3.004, -4.468, -3.829], [4.365, -4.614, -3.160], [5.054, -5.939, -3.614], [5.197, -3.338, -3.564], [4.228, -4.634, -1.633], [3.148, -3.688, -1.028], [3.246, -2.298, -1.391], [2.730, -3.423, -3.971], [2.194, -5.007, -3.336], [3.160, -4.953, -4.792], [5.472, -5.824, -4.614], [4.348, -6.758, -3.480], [5.813, -6.277, -2.908], [4.626, -2.436, -3.344], [5.340, -3.365, -4.644], [6.100, -3.405, -2.958], [5.210, -4.493, -1.180], [3.912, -5.661, -1.448], [3.283, -3.662, 0.054], [2.163, -4.086, -1.274], [2.865, -1.712, -0.733], [-2.938, -7.297, -0.394], [-2.670, -6.455, -1.629], [-1.231, -6.706, -2.133], [-3.624, -7.004, -2.747], [-3.039, -4.972, -1.338], [-2.028, -4.175, -0.531], [-0.909, -3.804, -1.227], [-3.954, -7.306, -0.001], [-2.202, -6.961, 0.337], [-2.606, -8.323, -0.550], [-0.439, -6.196, -1.585], [-1.157, -6.266, -3.128], [-1.055, -7.782, -2.101], [-4.645, -6.791, -2.432], [-3.415, -8.066, -2.877], [-3.517, -6.363, -3.622], [-4.063, -4.862, -0.980], [-2.923, -4.490, -2.308], [-1.604, -4.666, 0.344], [-2.398, -3.278, -0.035], [-0.477, -3.197, -0.621], [-0.843, -4.065, 3.047], [-0.921, -3.839, 4.521], [-2.001, -4.760, 5.096], [0.408, -4.181, 5.210], [-1.129, -2.266, 4.833], [-2.339, -1.552, 4.194], [-3.484, -2.227, 4.546], [-0.152, -3.278, 2.742], [-1.831, -3.892, 2.621], [-0.464, -5.071, 2.869], [-1.730, -5.778, 4.818], [-2.978, -4.659, 4.624], [-1.989, -4.665, 6.182], [1.146, -3.605, 4.651], [0.518, -5.231, 4.936], [0.427, -3.975, 6.280], [-0.202, -1.752, 4.577], [-1.326, -2.160, 5.900], [-2.400, -1.702, 3.116], [-2.417, -0.469, 4.091], [-4.027, -2.287, 3.756], [-0.884, 0.534, -4.694], [-0.780, -0.868, -3.999], [-0.274, -1.818, -5.102], [0.298, -0.849, -2.901], [-2.159, -1.343, -3.437], [-2.533, -0.779, -2.030], [-2.846, 0.596, -2.084], [0.122, 0.688, -5.084], [-1.188, 1.315, -3.997], [-1.647, 0.440, -5.467], [0.696, -1.464, -5.448], [-1.001, -1.858, -5.913], [-0.058, -2.763, -4.603], [0.755, -1.804, -2.639], [0.076, -0.186, -2.065], [1.074, -0.304, -3.438], [-2.148, -2.433, -3.428], [-2.906, -1.131, -4.201], [-1.804, -1.105, -1.288], [-3.395, -1.336, -1.663], [-3.251, 0.836, -1.248], [4.073, 2.553, -2.527], [4.596, 1.820, -1.296], [4.792, 0.404, -1.642], [5.977, 2.458, -0.949], [3.564, 1.973, -0.156], [3.530, 3.283, 0.628], [3.322, 4.458, -0.141], [3.895, 3.604, -2.304], [3.096, 2.089, -2.660], [4.827, 2.400, -3.299], [5.315, -0.134, -0.851], [5.521, 0.383, -2.452], [3.801, 0.055, -1.934], [6.546, 1.952, -0.169], [5.718, 3.457, -0.598], [6.630, 2.504, -1.820], [3.826, 1.283, 0.646], [2.594, 1.680, -0.557], [4.447, 3.605, 1.122], [2.814, 3.287, 1.449], [3.103, 5.140, 0.499], [0.397, 5.210, -3.029], [0.115, 4.519, -1.666], [-0.983, 3.488, -1.748], [-2.341, 4.182, -1.723], [-2.892, 5.070, -0.149], [-2.335, 6.805, -0.435], [-2.917, 7.829, 0.604], [-1.869, 8.934, 1.008], [-2.508, 10.159, 1.577], [-4.709, 5.100, -0.092], [-5.291, 5.830, -1.324], [-6.878, 5.999, -1.190], [-7.293, 6.998, -0.115], [-1.966, 4.364, 1.406], [-2.281, 5.093, 2.710], [-2.051, 4.326, 4.049], [-0.597, 3.913, 4.180], [0.572, 4.472, -3.812], [1.306, 5.812, -2.996], [-0.394, 5.876, -3.373], [0.078, 5.227, -0.838], [1.057, 4.019, -1.441], [-1.000, 2.822, -0.885], [-0.845, 2.885, -2.646], [-3.106, 3.448, -1.976], [-2.513, 4.947, -2.481], [-2.335, 7.061, -1.494], [-1.263, 6.802, -0.234], [-3.286, 7.283, 1.471], [-3.736, 8.408, 0.177], [-1.128, 9.163, 0.241], [-1.184, 8.515, 1.745], [-1.864, 11.017, 1.386], [-2.588, 10.132, 2.664], [-3.524, 10.360, 1.235], [-4.933, 5.776, 0.733], [-5.051, 4.085, 0.110], [-4.948, 5.320, -2.224], [-4.935, 6.854, -1.438], [-7.358, 5.051, -0.946], [-7.085, 6.316, -2.213], [-6.695, 6.859, 0.786], [-8.362, 7.072, 0.080], [-6.975, 7.988, -0.443], [-0.920, 4.062, 1.344], [-2.367, 3.382, 1.656], [-3.314, 5.439, 2.687], [-1.625, 5.958, 2.817], [-2.656, 3.424, 3.965], [-2.481, 4.977, 4.810], [-0.387, 2.989, 3.641], [-0.218, 3.882, 5.202], [-0.020, 4.728, 3.744], [-0.098, 0.423, 1.614], [-0.747, 0.216, 2.736], [-1.000, 0.671, 0.654], [0.669, 1.541, 1.651], [1.025, -1.171, 1.238], [2.107, -0.728, 0.348], [1.530, -1.635, 2.574], [0.151, -2.105, 0.533]], "forces_ev_per_a": [[0.5, -0.3, 0.3], [-0.1, 0.7, 1.6], [-0.9, 0.5, -1.5], [-1.5, 0.9, -0.1], [0.4, -0.1, 0.0], [0.4, -0.4, -0.7], [-0.2, -1.0, 0.8], [0.1, -0.2, -0.7], [0.0, 0.3, 0.1], [0.2, -0.2, -0.1], [0.3, 0.1, 0.2], [0.3, -0.1, -0.1], [0.2, -0.1, 0.1], [0.7, -0.8, -0.7], [0.1, 1.2, 0.3], [-0.4, 0.5, 0.8], [-0.6, -1.4, 0.2], [-0.7, 0.3, -0.3], [0.5, 1.0, 0.2], [0.9, -1.5, -2.0], [0.2, -0.1, 0.3], [0.4, -0.1, 0.3], [-0.3, 0.3, -0.2], [-0.3, -0.1, 0.1], [-0.5, 0.3, -0.7], [0.4, 0.9, 0.0], [-0.1, -0.4, 0.4], [0.4, -0.3, 0.1], [0.1, 0.2, -0.5], [0.0, 0.1, -0.3], [-0.1, 0.1, 0.4], [-0.1, -0.9, 0.1], [-0.2, 0.1, 0.1], [-0.5, 0.0, 0.9], [1.6, -0.1, 0.3], [-1.1, -0.6, 0.0], [-0.5, 0.7, 0.2], [0.2, 1.4, 0.9], [1.5, 0.2, -1.0], [-0.1, -0.8, 2.5], [0.9, 0.2, -2.4], [0.0, 0.5, -0.4], [-0.4, 0.3, 0.3], [-0.4, 0.0, -0.5], [-0.6, 0.0, 0.7], [-0.3, -0.4, -0.1], [-0.2, 0.1, -0.3], [0.0, -0.5, 0.3], [-0.1, 0.3, -0.2], [0.5, -0.5, -0.2], [0.1, -0.5, 0.0], [-0.6, -0.1, -0.3], [-0.7, -1.0, 0.4], [-1.2, 0.1, -0.4], [0.8, 0.5, 0.1], [0.5, 1.0, 1.0], [-1.4, 1.4, 1.3], [0.5, -0.1, -0.3], [-0.4, -0.2, -1.8], [-0.9, 0.2, 0.0], [0.6, -1.5, -3.0], [-1.7, -0.4, 1.4], [0.1, -0.4, -0.6], [0.1, -0.2, 0.0], [-0.1, 0.1, -0.1], [0.5, 0.0, 0.2], [0.2, 0.8, 0.4], [-0.3, 0.1, -0.2], [0.2, 0.0, 0.5], [0.4, 0.0, 0.6], [-0.2, -0.1, -0.2], [0.1, -0.4, 0.0], [0.4, -0.5, 0.2], [1.5, -0.2, -0.8], [0.4, 0.3, 1.8], [-0.4, 0.0, 0.4], [0.0, -1.2, 0.8], [-0.3, -0.1, 0.4], [0.0, 0.4, 1.2], [0.5, 1.5, -1.6], [0.3, 0.4, 0.1], [-0.3, -1.0, -0.8], [0.7, -0.3, -0.2], [-0.3, 0.3, -0.2], [0.1, -0.3, 0.2], [0.3, 0.0, -0.1], [-0.2, 0.3, -0.1], [0.1, -0.2, 0.2], [-0.5, -0.2, -0.3], [-0.8, -0.2, 0.1], [-0.6, -0.5, 0.0], [0.5, -0.1, 0.2], [0.5, 0.0, 0.4], [0.0, 0.6, 0.1], [0.7, 0.6, 0.0], [-0.5, -0.2, -0.6], [-0.1, 0.1, 0.1], [-0.1, -0.5, 1.1], [1.3, 1.9, 0.9], [0.3, 0.2, -0.3], [-0.9, 0.4, 0.3], [0.8, 0.3, 0.8], [0.8, 1.7, 0.1], [-0.9, -0.2, -1.1], [0.3, -0.1, 0.1], [0.1, 0.0, -0.8], [-0.5, 0.1, -0.2], [-0.7, 0.0, 0.3], [-0.4, 0.0, -0.4], [0.4, -0.6, 0.1], [-0.6, -0.4, 0.1], [0.4, 0.0, -0.2], [-0.5, 0.0, -0.2], [0.1, -0.5, -0.4], [0.1, 0.1, -0.1], [0.6, -1.5, 0.3], [-0.4, -0.9, -0.2], [0.0, 0.4, -0.2], [-0.1, 0.2, 0.5], [1.9, -0.1, -1.0], [-0.6, 1.1, 0.9], [-1.4, -0.3, 0.3], [2.1, 0.2, -0.5], [0.5, -0.1, 1.4], [0.8, 0.8, -1.1], [0.2, -1.7, 0.3], [0.0, 1.0, 0.8], [0.9, 0.8, 0.3], [-1.1, -0.4, 0.5], [1.4, -0.6, -0.3], [1.1, 0.9, -0.7], [-1.4, -0.8, 0.2], [0.4, 1.0, 0.7], [-0.7, -0.5, -1.7], [0.3, 1.0, 0.3], [-0.1, -0.2, 0.0], [0.0, 0.1, 0.2], [-0.1, -0.1, 0.1], [-0.7, 0.1, -0.1], [0.2, -0.3, 0.1], [0.4, -0.2, 0.0], [-0.2, 0.1, 0.0], [-0.3, -0.2, 0.3], [0.5, 0.1, -0.1], [-0.7, 0.1, 0.0], [0.2, -0.3, 0.2], [0.0, 0.3, 0.1], [-0.3, -0.4, -0.1], [-0.6, 0.1, -0.8], [-0.1, -0.3, 0.4], [-0.3, 0.2, -0.1], [0.0, -0.3, 0.1], [0.2, 0.1, -0.4], [-0.1, -0.4, 0.5], [-0.4, 0.1, -0.2], [-0.6, -0.2, -0.2], [0.4, 0.0, 0.4], [0.1, -0.2, -0.5], [-0.9, 0.0, 0.2], [-0.5, -0.3, 0.4], [0.2, -0.4, 0.1], [-0.2, 0.2, -0.1], [0.3, 0.9, -0.8], [-0.7, -0.5, -0.8], [0.0, 0.1, 0.1], [-0.2, 0.4, -0.3], [-0.3, -0.1, 0.5], [0.4, -0.2, 0.3], [0.1, 0.0, 0.1], [-0.3, -0.5, 0.0], [0.4, -0.1, -0.2], [1.4, -0.3, -0.9], [0.3, 0.4, 0.2], [-0.1, -0.6, -0.3], [-0.3, -1.0, 0.5], [1.6, -0.5, 2.2], [-0.8, 0.8, 0.6], [-1.8, 1.3, -2.9], [-0.5, 0.4, 0.5]], "lowdin_charge": [-0.07, -0.52, -0.08, 0.04, 0.15, 0.12, -0.04, 0.07, 0.09, 0.08, 0.07, 0.10, 0.05, 0.00, -0.30, 0.05, 0.05, -0.08, -0.18, -0.12, 0.09, 0.10, 0.11, 0.12, 0.11, 0.11, 0.08, 0.11, 0.11, 0.14, 0.13, 0.13, 0.10, -0.01, 0.01, -0.31, 0.03, 0.05, -0.05, -0.28, -0.09, 0.12, 0.10, 0.11, 0.09, 0.10, 0.12, 0.11, 0.12, 0.11, 0.15, 0.12, 0.11, 0.12, 0.01, -0.02, -0.31, 0.02, 0.03, -0.02, -0.27, -0.03, 0.06, 0.09, 0.11, 0.10, 0.10, 0.12, 0.08, 0.11, 0.13, 0.11, 0.15, 0.09, 0.12, 0.11, 0.06, -0.29, 0.02, 0.02, -0.04, -0.23, -0.04, 0.10, 0.08, 0.12, 0.11, 0.12, 0.09, 0.09, 0.10, 0.09, 0.11, 0.14, 0.08, 0.13, 0.10, 0.04, -0.33, -0.02, 0.06, -0.08, -0.22, -0.07, 0.11, 0.09, 0.12, 0.12, 0.11, 0.09, 0.12, 0.10, 0.12, 0.13, 0.11, 0.13, 0.13, 0.11, -0.07, -0.26, -0.25, -0.25, 1.10, -0.26, -0.20, -0.26, -0.10, -0.27, -0.21, -0.22, -0.09, -0.22, -0.27, -0.23, -0.09, 0.07, 0.08, 0.07, 0.09, 0.07, 0.08, 0.09, 0.08, 0.09, 0.10, 0.07, 0.08, 0.10, 0.11, 0.10, 0.09, 0.08, 0.08, 0.07, 0.10, 0.10, 0.10, 0.10, 0.11, 0.06, 0.09, 0.08, 0.08, 0.08, 0.10, 0.11, 0.10, 0.12, 0.05, 0.09, 0.07, -0.59, 0.15, 0.11, 0.11, 0.61, -0.34, -0.31, -0.34], "gap_ev": [2.39, 6.90], "mol_weight_g_mol": 1003.48, "fmax_ev_per_a": 3.7, "charge": 5, "multiplicity": 2, "energy_ev": -104104.31072, "homo_energy_ev": [-12.086, -16.603], "lumo_energy_ev": [-9.7001, -9.7062], "s_squared": 0.754}

{"formula": "CH2O3S", "method": "wB97M-V/def2-TZVPD", "species": ["C", "O", "O", "O", "S", "H", "H"], "xyz": [[-0.627, 0.606, 0.825], [0.061, -1.741, -1.437], [-0.049, -0.417, 1.075], [1.301, 0.323, -1.154], [1.064, -1.038, -0.736], [-0.503, 1.409, 1.499], [-1.247, 0.858, -0.071]], "forces_ev_per_a": [[-0.5, 0.3, -0.4], [-1.2, -0.8, -0.7], [-0.5, -0.2, 0.4], [0.0, -0.3, 0.1], [1.9, 0.5, -0.6], [-0.2, 1.3, 1.1], [0.5, -0.8, 0.1]], "lowdin_charge": [-0.09, -0.40, -0.12, -0.44, 0.84, 0.08, 0.12], "gap_ev": 10.04, "mol_weight_g_mol": 94.09, "de_lowest_kj_mol": 45.25, "fmax_ev_per_a": 2.0, "energy_ev": -18045.38418, "homo_energy_ev": -10.838, "lumo_energy_ev": -0.8005}

{"formula": "C2H3NO3", "method": "wB97M-V/def2-TZVPD", "species": ["O", "C", "N", "C", "O", "O", "H", "H", "H"], "xyz": [[-0.719, 1.209, 1.354], [0.504, 1.094, 1.067], [0.847, 0.140, 0.137], [0.020, -0.616, -0.731], [0.694, -1.355, -1.400], [-1.282, -0.612, -0.522], [1.137, 1.788, 1.567], [1.754, 0.329, -0.257], [-1.504, 0.100, 0.263]], "forces_ev_per_a": [[1.9, -0.2, -0.2], [-5.4, -1.2, -0.7], [1.2, 3.2, 1.5], [1.1, -1.5, 1.3], [-1.4, 0.0, -1.3], [-0.2, 1.9, 1.5], [1.5, 0.1, 0.0], [0.3, -0.8, -0.1], [1.0, -1.5, -1.8]], "lowdin_charge": [-0.02, -0.20, 0.13, -0.58, 0.11, 0.12, 0.13, 0.15, 0.17], "gap_ev": 11.48, "mol_weight_g_mol": 89.05, "de_lowest_kj_mol": 76.61, "fmax_ev_per_a": 5.6, "energy_ev": -9755.29540, "smiles": "O=CNC(=O)O", "homo_energy_ev": -11.011, "lumo_energy_ev": 0.4713}

{"formula": "C3H6INOS", "method": "wB97M-V/def2-TZVPD", "species": ["C", "C", "C", "N", "O", "S", "I", "H", "H", "H", "H", "H", "H"], "xyz": [[-0.680, 0.123, 1.508], [-1.222, -0.143, 0.135], [0.636, 0.887, 1.382], [-0.604, 0.232, -0.885], [1.914, 0.120, -0.774], [0.896, 1.107, -0.545], [0.463, -2.526, -4.615], [-1.495, 0.619, 2.121], [-0.350, -0.788, 1.867], [-2.228, -0.548, -0.063], [0.721, -1.263, -3.519], [0.481, 1.874, 1.729], [1.468, 0.306, 1.660]], "forces_ev_per_a": [[-0.7, 1.7, -0.3], [-0.8, 0.5, 0.0], [-2.3, 0.9, -2.7], [0.9, 1.2, -1.1], [2.2, -1.1, -1.1], [-2.3, -0.7, 2.2], [0.2, 1.1, 1.0], [1.2, -0.7, -0.4], [-0.3, -2.2, 1.4], [0.4, -0.4, 0.5], [-0.2, -1.1, -0.9], [0.7, 0.9, 0.9], [1.1, -0.1, 0.6]], "lowdin_charge": [-0.21, -0.24, -0.23, -0.14, -0.54, 0.90, 0.30, 0.14, 0.08, 0.12, -0.30, 0.06, 0.07], "gap_ev": 10.04, "mol_weight_g_mol": 231.06, "de_lowest_kj_mol": 206.04, "fmax_ev_per_a": 3.7, "energy_ev": -25679.65151, "homo_energy_ev": -9.440, "lumo_energy_ev": 0.6013}